Entry 1:
DFT (ωB97M-V/def2-TZVPD) results for CH3IN4 as an isolated structure.

Computed properties:
Kohn-Sham gap = 0.31763 Eh
Energy above the lowest of the compared OMol25 structures with the same formula, charge and spin = 2.110 eV
E_HOMO = -9.01 eV
Charge = 0
Energy = -15143.1583 eV

Atoms and positions in Å:
C1 -0.07 -0.23 -0.83
N1 -1.28 0.45 -0.48
N2 -1.17 0.81 0.73
N3 0.60 -0.48 0.43
N4 -0.10 0.30 1.33
I1 1.26 1.07 -2.29
H1 -0.21 -1.35 -1.55
H2 0.64 -1.51 0.70
H3 0.34 0.93 1.96

***

Entry 2:
DFT (ωB97M-V/def2-TZVPD) results for a 2-piece molecular cluster, CH3IN4 overall.

Computed properties:
Kohn-Sham gap (alpha / beta) = 0.21133 / 0.32522 Eh
Energy above the lowest of the compared OMol25 structures with the same formula, charge and spin = 2.674 eV
E_HOMO (alpha / beta) = -8.38 / -9.75 eV
Charge = 0
Energy = -15142.5944 eV

Atoms and positions in Å:
C1 -1.09 -0.05 0.32
N1 -0.27 -1.14 0.82
N2 0.75 -1.25 0.05
N3 -0.22 0.46 -0.74
N4 0.83 -0.28 -0.87
I1 3.68 0.75 0.37
H1 -2.22 -0.39 0.19
H2 -1.07 0.64 1.22
H3 -0.38 1.25 -1.37

***

Please write out number 1 again, unchanged.
DFT (ωB97M-V/def2-TZVPD) results for CH3IN4 as an isolated structure.

Computed properties:
Kohn-Sham gap = 0.31763 Eh
Energy above the lowest of the compared OMol25 structures with the same formula, charge and spin = 2.110 eV
E_HOMO = -9.01 eV
Charge = 0
Energy = -15143.1583 eV

Atoms and positions in Å:
C1 -0.07 -0.23 -0.83
N1 -1.28 0.45 -0.48
N2 -1.17 0.81 0.73
N3 0.60 -0.48 0.43
N4 -0.10 0.30 1.33
I1 1.26 1.07 -2.29
H1 -0.21 -1.35 -1.55
H2 0.64 -1.51 0.70
H3 0.34 0.93 1.96